{"formula": "C8H14BrP", "method": "wB97M-V/def2-TZVPD", "symbols": ["C", "C", "C", "C", "C", "C", "C", "C", "P", "Br", "H", "H", "H", "H", "H", "H", "H", "H", "H", "H", "H", "H", "H", "H"], "coordinates": [[0.3924, -1.0102, -0.5308], [0.4728, -1.5514, -1.6173], [0.1370, -0.4332, 0.7878], [-0.5742, 0.8866, 0.6546], [-2.0411, 0.7265, 0.9456], [-2.6945, -0.3992, 0.1023], [-3.7174, -0.2324, -0.7777], [0.7336, -1.7497, -3.0196], [-4.4764, 1.4447, -0.9465], [5.4144, 1.3612, 0.9817], [-0.3858, -1.1915, 1.4666], [1.1246, -0.3733, 1.2046], [-0.1477, 1.5476, 1.3637], [-0.4735, 1.4511, -0.3099], [-2.1977, 0.4118, 2.0410], [-2.6562, 1.6502, 0.7820], [5.5047, 0.8185, -0.2970], [-2.3393, -1.3374, 0.1915], [-4.0576, -1.0130, -1.3702], [0.6352, -2.8295, -3.4386], [0.1936, -0.9586, -3.5726], [1.7481, -1.5020, -3.0842], [-5.5779, 0.8944, -1.7489], [-3.7482, 1.4875, -2.1195]], "atomic_forces_ev_per_a": [[-0.6, -1.6, -1.3], [-0.4, 1.1, 2.0], [0.4, -1.8, -0.4], [-0.6, 1.0, -0.5], [-2.4, -1.1, 0.8], [-2.1, 3.6, -1.1], [1.8, 1.8, 3.0], [-0.9, -1.5, -0.9], [-0.9, -1.5, -1.0], [-0.1, 0.3, 0.7], [0.3, 1.1, -1.0], [0.5, 0.6, 0.6], [0.3, 0.8, 0.9], [0.3, -1.1, 0.5], [0.3, 0.6, -1.3], [0.8, -0.6, 0.3], [0.0, -0.3, -0.7], [1.5, -3.0, 0.3], [-0.6, -1.4, -0.9], [-0.3, 2.0, 0.7], [0.0, -0.8, -0.1], [1.8, 0.3, -0.7], [0.4, 0.6, 0.7], [0.4, 0.9, -0.9]], "total_charge": 0, "e_homo_ha": -0.3288, "homo_lumo_gap_ev": 9.596, "energy_ev": -87850.344, "smiles": "CC#CCCC/C=C\\P.Br"}